Record 1
Formula: C7H7O3
Source: OMol25
Level of theory: wB97M-V/def2-TZVPD

Each line ends with the Mulliken charge.
Element x y z (Å)
O -0.54914 -1.02711 2.40278  -0.75
C 0.78137 0.37295 0.99900  -0.78
H 1.19014 0.31311 -1.91762  0.27
C -0.59644 2.04030 -0.13472  0.59
C 1.34085 1.25184 -1.37955  -1.22
H -0.36364 -1.04636 -0.89232  0.25
O -2.14188 -3.01935 -0.89797  -0.68
C -1.68512 -2.40693 0.07779  -0.20
C 0.46626 1.30258 -0.14959  0.25
C -0.26595 -0.76043 1.22451  0.60
H 2.38985 1.30868 -1.08421  0.30
H 1.11897 2.07674 -2.05426  0.39
H 0.85237 0.93292 1.93754  0.31
H -2.04136 -2.67118 1.09810  0.33
H 1.75226 -0.09036 0.80706  0.28
C -0.74735 -1.36809 0.06512  -0.44
O -1.50119 2.79069 -0.10166  -0.49

Cartesian forces (eV/Å) of the 2 atoms listed first:
O 0.01 0.03 0.22
C -0.48 -0.04 0.40

Results
Lowest unoccupied orbital energy   3.39 eV
Max |F|   0.0281 Eh/bohr
Charge   -1
Gap between HOMO and LUMO   6.83 eV
ΔE to the lowest compared entry with this formula, charge and spin   2.0127 eV
HOMO energy   -3.441 eV

=====

Record 2
Formula: C7H7O3
Source: OMol25
Level of theory: wB97M-V/def2-TZVPD

Each line ends with the Mulliken charge.
Element x y z (Å)
C 0.71622 -0.66442 -0.47975  0.46
O 1.80209 -0.60185 0.35674  -0.51
C -1.52774 -0.06022 -1.13623  -0.49
O -0.55844 2.53359 3.32011  -0.66
C -0.46019 0.04853 -0.24482  -0.26
H 1.75971 -2.03634 -1.76909  0.35
C -0.24539 -1.58715 -2.48825  -0.34
H -0.54221 0.69275 0.64054  0.43
H -2.26690 -0.96189 -2.96132  0.32
H -2.44993 0.50399 -0.94429  0.34
O 1.51193 1.57011 3.33234  -0.63
C -1.42567 -0.87746 -2.26074  -0.44
C 0.82516 -1.48430 -1.60339  -0.47
C 0.59275 2.30686 3.77857  -0.06
H 1.58591 0.00958 1.10210  0.29
H -0.15358 -2.23399 -3.37072  0.31
H 0.83628 2.84222 4.72819  0.36

Cartesian forces (eV/Å) of the 2 atoms listed first:
C 0.39 -0.05 0.20
O -0.89 0.60 0.26

Results
Lowest unoccupied orbital energy   3.32 eV
Max |F|   0.0215 Eh/bohr
Charge   -1
Gap between HOMO and LUMO   7.65 eV
ΔE to the lowest compared entry with this formula, charge and spin   0.3310 eV
HOMO energy   -4.323 eV

=====

Record 3
Formula: C7H7O3S
Source: OMol25
Level of theory: wB97M-V/def2-TZVPD

Each line ends with the Mulliken charge.
Element x y z (Å)
C -0.18033 -0.62048 0.24156  -0.08
H -1.16625 -1.99352 2.18095  0.25
S 0.53571 1.93963 0.09667  -0.33
C 0.41300 0.32457 -0.79640  1.46
H -0.78283 -0.60886 -2.15080  0.35
H 2.48212 -0.26922 -0.46620  0.32
H 1.51146 -1.29505 -1.62908  0.28
O -0.63868 2.24897 2.53470  -0.68
C -0.95798 -0.95157 2.59175  -0.23
H -0.17173 0.93668 -2.77238  0.38
C 1.70672 -0.24686 -1.25262  -1.48
C -0.57536 0.42520 -1.88159  -1.42
C -0.50665 -0.01926 1.57412  0.12
H 1.92432 0.40180 -2.09704  0.42
C -0.37155 1.37707 1.68088  0.66
O -0.27033 -1.86787 0.01715  -0.75
O -1.39429 -0.67737 3.70648  -0.59
H -1.55736 0.89611 -1.57815  0.29

Cartesian forces (eV/Å) of the 2 atoms listed first:
C -0.18 -2.25 2.70
H 0.82 0.73 0.36

Results
Lowest unoccupied orbital energy   3.27 eV
Max |F|   0.0684 Eh/bohr
Charge   -1
Gap between HOMO and LUMO   7.76 eV
ΔE to the lowest compared entry with this formula, charge and spin   0.0000 eV
HOMO energy   -4.485 eV

=====

Question: Among the records above, which one has the highest max |F|?
Answer: C7H7O3S

=====

Question: gap between HOMO and LUMO of number 3 (C7H7O3S)?
Answer: 7.76 eV

=====

Question: Among the records above, which one has the highest ΔE to the lowest compared entry with this formula, charge and spin?
Answer: number 1